Molecular formula: C63H46N9Sr
Method: DFT, ωB97M-V/def2-TZVPD

Structure (XYZ):
```
119
Properties=species:S:1:pos:R:3:forces:R:3:mulliken_charge:R:1
Sr 0.093260 0.464205 0.411621 0.2 -0.9 0.0 1.485
C 3.121302 -7.187665 2.211141 0.1 -1.1 0.2 -0.582
C 2.974506 -6.953970 0.870976 0.8 0.8 -1.0 -0.625
C 2.375596 -5.811754 0.355728 -0.3 -0.4 1.3 -0.588
C 1.764264 -4.939100 1.312701 -0.4 1.4 -2.1 0.804
C 1.677692 -5.334152 2.649053 0.7 0.2 -0.4 -0.676
C 2.367556 -6.456726 3.088241 -0.1 0.6 0.1 -0.763
C 1.167775 -3.588183 0.853772 0.8 0.3 1.0 0.636
C 1.931688 -2.760723 -0.051204 -0.2 -0.3 -1.0 0.039
C 3.314742 -3.017218 -0.523833 -0.3 0.5 -0.1 -1.447
C 3.510431 -2.217891 -1.631716 -0.7 -0.7 -0.1 -0.507
C 2.206712 -1.579461 -1.908654 1.1 1.4 -0.3 -0.138
C 1.853935 -0.769825 -3.059908 2.0 -2.1 1.5 1.705
C 2.801321 -0.795782 -4.224319 0.9 0.5 -1.3 -0.398
C 3.410968 -1.976494 -4.774748 -0.1 0.4 1.0 -0.431
C 4.569779 -1.942974 -5.518164 1.1 1.2 -0.5 -0.460
C 5.059792 -0.675160 -5.929927 0.4 -1.9 -0.2 -0.430
C 4.334788 0.455440 -5.732468 -1.5 1.2 0.8 -0.859
C 3.231691 0.425447 -4.853665 -0.4 -1.0 0.5 -0.285
C 0.677257 -0.050091 -3.154008 -2.9 2.4 -2.2 -0.685
N -0.070687 0.665466 -2.182610 0.8 -0.7 -0.9 1.596
C -1.094824 1.245412 -2.824058 -0.5 -0.5 -0.6 -0.745
C -2.181703 2.069627 -2.017919 -0.8 -1.9 -0.2 4.934
C -3.113528 2.874291 -2.956995 0.2 1.0 -0.5 -0.716
C -4.302197 2.437357 -3.587792 0.1 -1.1 0.1 0.272
C -5.030136 3.260808 -4.460712 0.3 0.7 0.8 -0.669
C -4.615733 4.583126 -4.699782 1.2 -1.4 -0.5 -0.666
C -3.350044 4.962326 -4.256306 -0.9 -0.1 0.6 -0.582
C -2.692109 4.158371 -3.336708 -0.3 0.2 0.0 -0.596
C -2.989540 1.173685 -1.005598 -1.0 -0.8 0.1 -0.816
C -4.352105 1.382534 -0.556937 1.7 1.2 -1.3 -1.343
C -4.553820 0.549826 0.478298 1.0 -2.9 1.5 -1.339
C -3.347291 -0.318496 0.625947 -0.9 1.5 -0.9 0.027
N -2.404110 0.152814 -0.320621 -1.0 0.5 0.9 -0.288
C -3.248810 -1.535096 1.456143 -0.1 0.7 -0.8 1.522
C -2.110565 -2.289158 1.752928 0.6 0.1 -1.3 -0.366
C -2.218781 -3.683628 2.154936 2.4 0.6 0.7 -1.688
C -0.949506 -4.206323 2.029074 -2.2 -0.4 0.3 -1.658
C -0.081271 -3.215241 1.444479 -0.6 1.0 -0.9 -0.131
N -0.782123 -2.004412 1.331326 -0.1 -1.2 0.4 1.344
C -4.572339 -2.168999 1.780607 -0.6 -0.5 1.0 -0.103
C -5.534888 -2.447171 0.802953 -0.8 0.0 0.2 -0.086
C -6.765429 -3.068955 1.145383 0.9 0.1 -0.3 -0.832
C -7.112748 -3.338347 2.443881 1.0 0.3 1.2 -0.325
C -6.150358 -3.136007 3.467572 0.4 0.0 -1.6 -0.908
C -4.899064 -2.623787 3.100418 0.4 0.8 0.8 -0.137
C -1.108962 0.902508 -4.225481 -0.5 1.0 0.1 -1.232
C 0.038053 0.166635 -4.480020 -0.2 0.3 3.4 -1.644
N 1.379007 -1.771104 -0.847898 -0.4 -0.7 0.8 -0.216
H 3.801521 -7.975959 2.542750 -0.5 0.1 0.0 0.365
H 3.485543 -7.594263 0.189909 0.3 -0.5 -0.5 0.375
H 2.446184 -5.722028 -0.736419 -0.5 0.7 0.7 0.395
H 1.176286 -4.656875 3.327450 0.0 -0.2 0.1 0.521
H 2.366255 -6.747701 4.107268 0.0 0.0 1.0 0.413
H 4.037616 -3.681552 -0.032275 -0.4 0.4 -0.3 0.548
H 4.401802 -2.123691 -2.261397 -0.4 -0.1 0.4 0.579
H 3.076007 -2.967658 -4.561549 -0.6 -0.3 0.7 0.452
H 5.179685 -2.852172 -5.755876 -0.9 0.8 0.2 0.320
H 6.015817 -0.612591 -6.407905 0.3 -0.1 -0.5 0.398
H 4.581105 1.408952 -6.220923 0.2 -0.5 0.4 0.359
H 2.690128 1.341970 -4.605863 0.2 -0.2 0.0 0.544
H -4.668444 1.394630 -3.450884 0.4 0.9 0.1 0.343
H -5.948737 2.903992 -4.926290 0.2 0.0 0.2 0.367
H -5.139628 5.168074 -5.411364 -0.6 0.6 -0.4 0.395
H -2.857176 5.902484 -4.496240 -0.5 0.0 -0.1 0.376
H -1.885407 4.710992 -2.900014 0.9 -0.7 0.5 0.272
H -5.090173 2.092042 -0.899115 0.2 0.2 -0.2 0.551
H -5.494633 0.495869 1.025295 0.3 -0.3 0.0 0.586
H -3.037460 -4.091949 2.708851 -0.3 -0.5 -0.4 0.521
H -0.762332 -5.242661 2.278262 0.3 0.2 -0.2 0.401
H -5.405317 -2.112300 -0.223877 0.3 -0.3 0.1 0.438
H -7.446502 -3.482267 0.414542 0.0 0.6 -0.5 0.334
H -8.116862 -3.663287 2.655183 -0.1 -0.4 0.2 0.395
H -6.308830 -3.484611 4.477022 -0.2 0.2 0.1 0.364
H -4.143344 -2.463550 3.923267 -0.8 -0.2 -1.1 0.345
H -1.850471 1.248271 -4.978526 0.6 -0.3 0.8 0.406
H 0.347832 -0.257569 -5.392796 0.3 -0.4 -0.8 0.628
C 1.811738 2.565730 3.393789 -0.6 2.4 1.2 -1.219
N 1.157666 3.183370 2.206205 -0.2 -0.4 1.2 1.450
C -0.154455 3.789542 2.620947 1.7 0.4 -2.4 -1.750
C -1.186516 2.879030 3.104045 -1.4 -1.6 0.6 0.835
C -2.347216 3.418895 3.703916 0.0 -0.5 -0.1 -1.023
C -3.310455 2.577700 4.236979 0.6 -1.1 -0.6 -0.776
C -3.068224 1.195206 4.163480 -1.2 1.1 1.4 -0.467
C -1.903829 0.784713 3.613093 0.2 -2.0 -1.2 -0.818
N -1.030375 1.531199 2.965899 0.8 2.4 0.5 0.723
C 2.038664 4.225434 1.619932 -1.6 -0.7 -0.5 -1.729
C 2.820555 3.800463 0.386395 -1.1 1.1 -1.1 0.741
C 3.574445 4.799121 -0.255854 0.8 -0.5 -0.4 -0.933
C 4.195598 4.497870 -1.470239 -0.5 -1.1 1.4 -0.545
C 3.950785 3.249108 -2.041118 0.7 0.4 -0.9 -0.774
C 3.104009 2.367530 -1.406448 -0.5 -0.1 0.9 -0.415
N 2.525529 2.661620 -0.224582 0.4 -0.4 0.3 0.414
C 2.619537 1.362745 3.277206 1.0 -2.5 -0.2 0.009
C 3.697318 1.138803 4.208497 0.3 0.0 -1.1 -0.808
C 4.745982 0.321958 3.767144 -0.1 -1.6 -0.5 -0.538
C 4.516093 -0.532997 2.629522 1.1 1.2 1.1 -0.535
C 3.347543 -0.337815 1.934998 -0.2 -1.3 -1.2 -0.494
N 2.386133 0.528098 2.249158 0.6 1.6 0.4 0.782
H 1.130590 2.471191 4.255108 -0.3 -0.2 -0.5 0.557
H 2.537293 3.310932 3.792683 -0.3 -0.1 -0.1 0.315
H -0.541922 4.199666 1.666038 0.2 0.2 0.7 0.641
H 0.026177 4.596939 3.320114 -0.1 0.4 0.4 0.491
H -2.586743 4.469178 3.700371 0.5 0.4 0.0 0.444
H -4.212721 2.969709 4.670760 -0.2 0.1 0.1 0.407
H -3.740749 0.444810 4.584467 0.1 0.4 -0.1 0.413
H -1.706090 -0.280936 3.548305 0.0 -0.1 0.0 0.493
H 2.701671 4.593825 2.378588 0.6 0.4 0.4 0.533
H 1.378430 5.074661 1.315161 0.5 -0.6 0.1 0.584
H 3.746337 5.777182 0.177254 -0.1 -0.1 0.3 0.433
H 5.002212 5.092642 -1.835622 0.0 0.7 -0.5 0.387
H 4.462711 3.046073 -2.990613 -0.4 -0.4 0.5 0.451
H 2.844451 1.359035 -1.724159 0.2 0.3 -0.6 0.451
H 3.713969 1.622389 5.200025 0.2 0.2 -0.9 0.422
H 5.771148 0.233057 4.222024 -1.5 0.2 0.1 0.335
H 5.286485 -1.279725 2.329311 -0.8 0.9 0.0 0.428
H 3.165207 -0.876560 0.988967 0.1 -0.1 0.7 0.464
N -0.700151 3.310329 -0.272250 -1.3 -0.5 -1.0 -0.398
C -1.448745 2.857696 -1.043116 1.7 1.2 0.6 -1.382
```
Positions in Å, forces in eV/Å.

Results
**LUMO energy (spin up / spin down)**: 2.14 / 2.15 eV
**Highest occupied orbital energy (spin up / spin down)**: -2.6 / -2.6 eV
**Charge**: -1

=====

Molecular formula: C11H35O14P3
Method: DFT, ωB97M-V/def2-TZVPD

Structure (XYZ):
```
63
Properties=species:S:1:pos:R:3:forces:R:3:mulliken_charge:R:1
C -4.238257 -1.958524 -2.095416 0.1 0.0 0.0 -0.703
O -3.328427 -0.812394 -2.004936 1.9 -1.2 0.6 -0.255
P -1.718637 -1.187584 -1.726016 1.7 0.6 1.2 0.634
O -1.408357 -2.267444 -0.678616 -1.2 2.9 -3.1 -0.509
O -1.012387 -1.365424 -3.222916 -0.5 1.6 1.8 -0.306
C -0.813097 -2.614394 -3.807346 -1.4 -2.6 0.8 -0.759
O -1.034637 0.325756 -1.346136 -1.0 -4.0 0.3 0.040
C -1.521057 1.479316 -1.989256 0.1 -0.6 -1.4 -0.598
H -5.267227 -1.600084 -2.066226 0.3 0.4 -0.2 0.273
H -4.137897 -2.663504 -1.270176 0.4 0.2 0.1 0.306
H -4.058417 -2.499704 -3.024336 0.0 0.1 -0.1 0.277
H -1.605497 -2.819314 -4.527216 0.2 0.2 -0.4 0.296
H -0.982487 -3.336474 -3.008596 0.1 -0.5 0.0 0.293
H 0.148913 -2.932674 -4.209026 0.3 1.3 0.0 0.291
H -2.160837 1.093256 -2.782816 -1.1 0.9 0.4 0.315
H -0.743747 1.901516 -2.626156 0.5 0.5 0.7 0.219
H -1.894427 2.124486 -1.193996 -0.4 0.3 -0.7 0.205
C 3.886863 3.575106 -3.869356 -0.6 -0.6 -0.6 -0.673
O 3.070043 3.147166 -2.794266 -1.0 -0.3 1.9 -0.189
P 3.522343 3.531706 -1.296976 1.5 -0.8 -0.6 0.909
O 4.156263 4.854386 -1.251306 -0.4 0.0 0.4 -0.717
O 4.577903 2.329996 -0.948386 -0.8 0.4 0.6 -0.301
C 5.750753 2.551006 -0.136376 0.6 0.4 0.3 -0.684
O 2.260523 3.262516 -0.363636 0.5 -0.6 -1.5 -0.204
C 1.028643 3.994396 -0.578266 0.5 0.6 1.3 -0.443
H 3.395603 3.191286 -4.763476 0.0 0.0 0.0 0.223
H 4.818293 3.017566 -3.770906 0.5 0.9 -0.2 0.291
H 3.841983 4.662286 -3.933626 0.9 -0.1 0.2 0.290
H 6.644673 2.391936 -0.739456 -0.2 0.8 -0.5 0.263
H 5.996143 1.877346 0.684644 -1.4 -0.9 0.0 0.285
H 5.722143 3.499716 0.399564 0.1 0.4 -0.7 0.303
H 0.156183 3.343506 -0.635506 0.4 -0.2 -0.3 -0.034
H 1.076803 4.713016 -1.396406 0.1 -0.3 -0.1 0.352
H 0.985313 4.532056 0.368914 -0.6 0.4 -0.2 0.318
C -1.453787 -2.963714 2.859784 -1.2 0.2 -0.7 -0.683
O -0.839667 -4.275294 2.816704 -0.3 0.4 -0.1 -0.286
P 0.597633 -4.404844 3.387904 3.3 0.6 -0.3 0.964
O 0.810623 -4.155214 4.832784 -0.4 -0.8 -1.0 -0.685
O 1.198683 -5.812304 2.787104 -1.3 1.0 -0.1 -0.297
C 1.480923 -6.939954 3.611174 0.7 0.2 1.2 -0.648
O 1.408293 -3.294964 2.482614 -2.2 -1.3 0.2 -0.241
C 2.758583 -2.970134 2.679194 0.2 0.1 -0.1 -0.684
H -1.368177 -2.457304 1.898364 0.6 -0.2 -0.1 0.153
H -1.142417 -2.294524 3.661864 0.4 -0.5 0.1 0.367
H -2.527367 -3.132994 2.942624 0.1 -0.2 0.4 0.382
H 1.083683 -6.703744 4.598344 0.3 -0.4 0.2 0.311
H 2.561363 -7.081954 3.635124 0.2 0.5 0.3 0.247
H 1.173023 -7.945614 3.324924 -1.0 0.5 -0.8 0.261
H 3.288153 -3.133024 1.740514 0.2 -0.5 0.1 0.251
H 3.134743 -3.562354 3.513394 0.5 0.3 -0.1 0.299
H 2.827293 -1.892444 2.827364 0.0 0.0 0.6 0.247
C -1.835967 0.983176 1.800744 0.0 -1.1 -0.7 -0.232
O -3.100287 1.410326 1.213944 1.1 0.4 1.2 -0.505
H -1.590837 1.251166 2.828454 -1.1 0.8 0.0 0.398
H -1.832047 -0.106204 1.837294 0.1 -0.2 -0.2 0.012
H -0.955407 1.271276 1.226554 -0.2 0.2 -0.4 0.114
H -3.192017 0.984696 0.358364 0.2 -0.2 0.0 0.252
C -4.346367 4.382696 0.667954 1.6 -1.0 -0.4 -0.393
O -5.496177 5.032526 0.925444 -2.9 2.5 1.2 -0.533
H -3.634037 5.121176 0.300054 0.5 -0.5 -0.6 0.260
H -3.890387 3.974496 1.569924 -0.3 -0.3 0.0 0.171
H -4.697857 3.615566 -0.022016 1.5 -0.6 -0.4 0.160
H -5.534197 5.757666 0.297494 -0.5 0.1 0.2 0.327
```
Positions in Å, forces in eV/Å.

Results
**LUMO energy**: 0.43 eV
**Highest occupied orbital energy**: -10.0 eV
**SMILES string**: COP(=O)(OC)OC.COP(=O)(OC)OC.COP(=O)(OC)OC.CO.CO
**Energy above the lowest of the compared OMol25 structures with the same formula, charge and spin**: 80.36 kcal per mole

=====

Molecular formula: C17H16AsIN8O6PtS
Method: DFT, ωB97M-V/def2-TZVPD

Structure (XYZ):
```
51
Properties=species:S:1:pos:R:3:forces:R:3:mulliken_charge:R:1
Pt -0.966005 0.614418 0.860696 0.0 0.0 0.0 1.094
N -2.967932 -1.977185 0.942483 0.0 0.0 0.0 -0.182
C -2.328666 -1.839181 2.086545 0.0 0.0 0.0 0.572
N -2.636952 -2.600787 3.140847 0.0 0.0 0.0 -0.707
C -1.873780 -2.464067 4.213745 0.0 0.0 0.0 0.403
N -2.177283 -3.189106 5.299609 0.0 0.0 0.0 -0.340
N -0.787613 -1.655899 4.316813 0.0 0.0 0.0 -0.683
C -0.606937 -0.891526 3.272569 0.0 0.0 0.0 0.187
N -1.353916 -0.880753 2.162879 0.0 0.0 0.0 -0.399
C 0.507727 0.075930 3.245968 0.0 0.0 0.0 0.779
C 1.481989 0.160147 4.216369 0.0 0.0 0.0 -0.416
C 2.495185 1.093965 4.055459 0.0 0.0 0.0 -0.511
C 2.486865 1.916308 2.942166 0.0 0.0 0.0 -0.839
C 1.470409 1.784976 2.011528 0.0 0.0 0.0 -0.228
N 0.509637 0.874416 2.163370 0.0 0.0 0.0 -0.127
H -3.632324 -2.732350 0.903370 0.0 0.0 0.0 0.302
H -2.434966 -1.717692 0.081200 0.0 0.0 0.0 0.177
H -2.937569 -3.842462 5.256656 0.0 0.0 0.0 0.251
H -1.580510 -3.144571 6.104275 0.0 0.0 0.0 0.237
H 1.428507 -0.505514 5.065217 0.0 0.0 0.0 0.486
H 3.282607 1.177762 4.791881 0.0 0.0 0.0 0.444
H 3.261872 2.649438 2.774471 0.0 0.0 0.0 0.561
H 1.403007 2.398538 1.125445 0.0 0.0 0.0 0.668
O -1.890205 -2.433394 -3.259758 0.0 0.0 0.0 -0.641
As -0.658957 -1.521480 -2.370252 0.0 0.0 0.0 0.792
O 0.803350 -2.145386 -2.816974 -0.1 0.0 0.0 -0.915
O -1.027755 -1.577047 -0.768179 0.0 0.0 0.0 -0.678
C -0.880989 0.190472 -3.290481 0.0 0.0 0.0 0.266
C -0.418145 0.062482 -4.598385 0.0 0.0 0.0 -0.862
C -0.448646 1.119563 -5.492398 0.0 0.0 0.0 -0.712
C -0.955679 2.343899 -5.094799 0.0 0.0 0.0 -0.593
C -1.422027 2.499435 -3.801982 0.0 0.0 0.0 -0.794
C -1.380141 1.435762 -2.902393 0.0 0.0 0.0 0.800
S -1.935406 1.890794 -1.281889 0.0 0.0 0.0 1.494
O -2.808911 3.005827 -1.425423 0.0 0.0 0.0 -0.681
O -2.510192 0.700841 -0.579561 0.0 0.0 0.0 -0.662
O -0.703454 2.181068 -0.445766 0.0 0.0 0.0 -0.680
H -1.459536 -3.216849 -3.623765 0.0 0.0 0.0 0.301
H -0.005280 -0.888952 -4.908184 0.0 0.0 0.0 0.416
H -0.075278 0.981359 -6.498703 0.0 0.0 0.0 0.388
H -0.992537 3.178033 -5.782534 0.0 0.0 0.0 0.393
H -1.829518 3.445529 -3.478102 0.0 0.0 0.0 0.492
I 5.442843 1.747117 0.372405 0.0 0.0 0.0 0.084
C 3.828226 0.860652 -0.553210 0.0 0.0 0.0 -0.545
C 3.643922 -0.481631 -0.816604 0.0 0.0 0.0 -0.217
N 2.457020 -0.583940 -1.430245 -0.1 0.0 0.0 0.202
N 1.853452 0.598032 -1.581052 0.1 0.0 0.0 -0.142
C 2.680719 1.492352 -1.060823 0.0 0.0 0.0 -0.623
H 4.268221 -1.336241 -0.620279 0.0 0.0 0.0 0.518
H 1.946489 -1.395977 -1.845930 0.1 0.0 -0.1 0.239
H 2.435061 2.542873 -1.078296 0.0 0.0 0.0 0.634
```
Positions in Å, forces in eV/Å.

Results
**LUMO energy**: -1.09 eV
**Highest occupied orbital energy**: -8.6 eV
**Energy above the lowest of the compared OMol25 structures with the same formula, charge and spin**: 7.71 kcal per mole

=====

Molecular formula: C4H10N2O2
Method: DFT, ωB97M-V/def2-TZVPD

Structure (XYZ):
```
18
Properties=species:S:1:pos:R:3:forces:R:3:mulliken_charge:R:1
C -2.113019 1.039238 1.364324 -0.9 -0.1 0.7 -0.935
C -1.021056 0.466513 0.454255 1.3 -2.6 -1.2 0.290
C -0.905727 -0.710062 -0.395698 -0.7 3.7 1.8 -0.453
N 0.298443 -0.587893 -1.071234 -0.3 0.7 1.1 -0.003
C 0.970481 0.523073 -0.571558 -4.5 -0.8 2.1 -0.271
N 0.166470 1.107055 0.373212 2.0 0.6 -1.5 -0.509
H -2.356225 0.474466 2.370858 0.9 1.0 -2.0 0.204
H -1.746528 2.074887 1.573416 -0.4 -0.9 0.2 0.290
H -3.136594 1.157627 0.886892 1.3 -0.3 0.2 0.280
H -1.859381 -1.121435 -0.621798 0.1 -1.5 -0.9 0.369
H 0.690227 -1.258353 -1.715481 -0.1 0.3 -0.1 0.193
H 1.866059 0.907896 -0.958983 1.0 0.1 -0.1 0.533
O 2.269971 -0.155391 -3.050256 0.4 1.0 -0.8 -0.604
H 2.436875 0.708244 -3.517943 -0.1 -1.5 0.7 0.297
H 3.005364 -0.744890 -3.264211 -0.1 0.4 -0.1 0.304
O 0.820843 -1.464080 2.677399 1.3 -0.6 -0.4 -0.672
H 0.333769 -0.984415 2.026139 -0.5 0.6 -0.9 0.398
H 0.280027 -1.432479 3.440668 -0.8 0.0 1.2 0.290
```
Positions in Å, forces in eV/Å.

Results
**LUMO energy**: 0.36 eV
**Highest occupied orbital energy**: -8.3 eV
**SMILES string**: Cc1c[nH]cn1.O.O
**Energy above the lowest of the compared OMol25 structures with the same formula, charge and spin**: 57.03 kcal per mole